24
Properties=species:S:1:pos:R:3:forces:R:3 method="wB97M-V/def2-TZVPD" total_charge=-2 spin_multiplicity=1 energy_ha=-1201.50375 max_force_ev_per_a=6.2
C -0.6165 1.9739 0.8998 -1.3 1.6 0.5
C 1.7278 -1.6591 1.5150 2.1 -0.1 1.3
C 0.9792 0.8731 -2.6046 -0.3 -2.5 5.5
C -0.2218 0.5407 0.6085 2.9 0.4 3.4
C 1.7502 -2.1354 0.1105 0.1 -2.2 2.0
C -0.9604 -0.2579 -0.2540 -1.4 -0.4 -6.0
O -2.9706 -0.3822 1.3371 -0.2 0.2 -0.3
O -2.8743 1.1930 -0.7443 0.3 0.2 0.3
O -3.5978 -1.1999 -1.0615 0.9 0.1 0.6
P -2.8591 -0.2187 -0.1689 -1.2 -0.7 0.2
S -0.3934 -0.5224 -1.9924 0.4 1.4 1.4
H -0.9105 2.4204 -0.1029 -0.1 -0.2 1.5
H -1.4557 2.0458 1.6991 1.1 -0.1 -1.8
H 0.2698 2.5415 1.3012 -0.6 -0.6 -0.3
H 2.4964 -2.1118 2.2779 -0.5 0.6 -1.1
H 0.8396 -1.9173 2.0216 -1.6 -0.3 0.6
H 1.8001 -0.5745 1.6249 0.4 -0.1 0.1
H 1.8338 0.6684 -1.8562 -1.0 0.4 -1.6
H 0.5630 1.8188 -2.3963 -0.6 1.0 0.0
H 1.1920 0.6665 -3.5812 0.6 -0.6 -2.5
H -0.3279 -0.0907 1.5749 0.4 1.1 -1.1
H 0.8630 0.6800 0.3477 -0.8 -0.9 0.0
H 1.0182 -2.9615 0.0415 0.4 0.6 -1.0
H 1.8546 -1.3907 -0.5973 -0.1 1.0 -1.7